Entry 1:
Below is C11H19CrF6N5O8S4 as an isolated structure at a distorted geometry, with properties calculated with ωB97M-V with the def2-TZVPD basis set.

Values from the calculation:
- spin multiplicity = 2
- total charge = -1
- energy relative to the best compared isomer or geometry (same formula, charge and spin) (kcal/mol) = 171.8
- M (g/mol) = 643.552
- max |F| (eV Å⁻¹) = 10.21

Each line ends with the Mulliken spin population.
Element x y z (Å)
Cr: -0.0202 0.0118 -0.0151  0.9625
F: 0.7252 3.0051 1.4347  -0.0007
C: -0.0890 2.9058 2.4820  -0.0018
F: -0.7031 4.0996 2.5884  0.0014
F: 0.6715 2.7780 3.5954  -0.0007
S: -1.2912 1.5226 2.3168  0.0144
O: -0.5792 0.3279 1.8134  -0.0246
O: -1.7686 1.3368 3.6555  -0.0016
N: -2.3632 2.2146 1.3934  -0.0050
S: -2.1980 2.1582 -0.2000  -0.0036
O: -1.0829 1.4412 -0.7911  0.0257
O: -3.4430 1.9255 -0.8773  -0.0011
C: -1.8538 3.9396 -0.5064  -0.0007
F: -2.7455 4.7322 0.1193  0.0002
F: -0.6452 4.3146 -0.0670  0.0001
F: -1.9020 4.2514 -1.8121  0.0001
O: 0.4804 -0.2880 -1.5335  0.1136
C: 0.0732 -3.2498 -3.3866  0.0002
N: -0.4645 -2.7206 -2.1508  0.0054
C: -1.4031 -1.8030 -1.9198  0.0122
S: -1.8402 -1.4954 -0.3115  -0.0149
N: -2.0195 -1.1124 -2.8860  -0.0035
C: -1.8223 -1.0933 -4.3218  -0.0013
H: 0.8376 -3.9833 -3.1357  -0.0003
H: 0.5284 -2.4501 -3.9703  -0.0011
H: -0.7189 -3.7395 -3.9561  0.0001
H: -0.1243 -3.1476 -1.3016  -0.0038
H: -2.6895 -0.4519 -2.5219  0.0021
H: -1.9993 -2.0837 -4.7405  -0.0005
H: -0.8107 -0.7546 -4.5500  0.0003
H: -2.5382 -0.3944 -4.7525  0.0003
C: 3.6672 3.3144 2.4677  0.0001
C: 3.0697 2.6148 1.3012  -0.0036
C: 3.4192 2.5840 -0.0358  0.0047
C: 2.4856 1.7406 -0.6583  0.0018
N: 1.5823 1.2719 0.2480  -0.0206
N: 1.9871 1.8286 1.4190  -0.0159
C: 2.4307 1.3674 -2.0960  0.0031
H: 4.5370 3.8989 2.1654  0.0000
H: 3.9896 2.5970 3.2269  -0.0002
H: 2.9440 3.9964 2.9240  -0.0001
H: 4.2455 3.0988 -0.4986  -0.0003
H: 1.4760 1.6099 2.2463  -0.0004
H: 3.2422 1.8478 -2.6591  -0.0021
H: 1.4826 1.6776 -2.5402  -0.0011
H: 2.5338 0.2255 -2.2011  -0.0041
C: 3.5369 -0.6659 1.0047  -0.0039
S: 2.4049 -1.5222 -0.0657  -0.0028
O: 2.4593 -0.7482 -1.2796  -0.0080
O: 2.9984 -2.8488 -0.1584  -0.0013
O: 1.0977 -1.4685 0.6679  -0.0218
H: 4.5213 -0.6631 0.5372  0.0010
H: 3.5764 -1.1888 1.9619  0.0002
H: 3.1990 0.3403 1.1522  0.0024

Forces on atoms 1 to 6 (eV/Å):
Cr 1.734 -1.459 -2.192
F -7.738 6.638 0.625
C -0.010 2.157 0.164
F -0.289 -0.670 0.388
F -0.197 -0.312 -0.194
S -0.579 -1.140 1.418

Entry 2:
Below is a 2-piece molecular cluster, C11H19F8O2S2 overall, with properties calculated with ωB97M-V with the def2-TZVPD basis set.

Values from the calculation:
- total energy (Eh) = -2176.00979
- total charge = +1
- M (g/mol) = 399.389
- max |F| (eV Å⁻¹) = 0.57

Each line ends with the Mulliken charge.
Element x y z (Å)
C: 3.4539 0.8344 -1.0202  -1.1184
C: 2.4655 1.5774 -1.9454  -0.1250
C: 1.9041 0.6290 -2.9895  -0.4939
O: 1.3019 1.2904 -4.1590  -0.2914
S: 0.3053 2.4998 -3.9955  0.3139
C: -0.9507 2.0196 -2.8088  -0.3213
S: -2.5159 2.0016 -3.7242  -0.0305
C: -3.5725 1.3647 -2.4054  -0.4817
C: -3.3218 -0.1113 -2.0469  -0.8498
H: 4.2470 1.5066 -0.6992  0.3399
H: 3.9051 -0.0307 -1.5086  0.3516
H: 2.9508 0.4827 -0.1178  0.1570
H: 1.6548 1.9635 -1.3170  0.2974
H: 2.9688 2.4171 -2.4348  0.3456
H: 2.6966 0.0261 -3.4318  0.4456
H: 1.1600 -0.0541 -2.5738  0.2225
H: 0.9958 3.3390 -3.1865  0.2452
H: -0.6783 1.0618 -2.3610  0.0439
H: -0.9683 2.7736 -2.0139  0.4227
H: -4.5823 1.5194 -2.7894  0.3525
H: -3.4778 2.0171 -1.5340  0.3967
H: -4.2151 -0.7040 -2.2454  0.3693
H: -3.0388 -0.2391 -1.0030  0.0830
H: -2.5411 -0.5334 -2.6868  0.3410
C: -0.5388 -2.7865 2.6300  -0.8988
C: -0.9630 -1.6523 1.6871  0.9949
C: 0.1313 -0.8538 0.9688  0.0616
F: 0.9078 -0.1690 1.8202  -0.2610
F: -0.4843 0.0599 0.1591  -0.2350
F: -1.8003 -0.8011 2.3041  -0.2803
F: -1.6492 -2.2534 0.6653  -0.3320
O: -0.5015 -2.4843 4.0059  -0.3829
C: 0.6358 -2.0407 4.6250  0.7779
C: 0.4165 -0.6754 5.2923  0.1812
F: 0.0456 0.2352 4.3674  -0.2159
F: 1.5788 -0.2746 5.8423  -0.2473
F: 1.6850 -2.0098 3.7842  -0.2873
F: 0.9355 -2.9087 5.6102  -0.2910
H: -1.3329 -3.5261 2.5335  0.4335
H: 0.3870 -3.2517 2.2896  0.3584
H: 0.7538 -1.5070 0.3522  0.3444
H: -0.3538 -0.7519 6.0609  0.2637

Forces on atoms 1 to 6 (eV/Å):
C -0.217 0.041 0.087
C -0.093 -0.191 0.094
C 0.254 -0.214 0.326
O -0.071 0.175 0.003
S 0.171 -0.144 -0.055
C -0.383 0.282 0.318

Entry 3:
Below is C11H19HoNOP as an isolated structure at a distorted geometry, with properties calculated with ωB97M-V with the def2-TZVPD basis set.

Values from the calculation:
- spin multiplicity = 5
- total energy (Eh) = -1849.77995
- total charge = 0
- M (g/mol) = 377.183
- max |F| (eV Å⁻¹) = 4.42

Each line ends with the Mulliken spin population.
Element x y z (Å)
C: 3.5361 1.8973 0.9629  -0.0392
C: 4.7194 1.2330 0.7798  0.0090
C: 4.9741 0.2830 -0.2665  -0.0212
C: 4.1932 0.1649 -1.4797  0.0044
C: 2.9816 0.7574 -1.6720  -0.0270
Ho: 2.5504 0.0026 0.3078  4.0913
P: 0.8699 2.0657 1.9025  0.0008
H: 3.5015 2.6743 1.7252  -0.0024
H: 5.5473 1.3704 1.4882  -0.0009
H: 5.9908 -0.1437 -0.2834  -0.0010
H: 2.4721 0.6812 -2.6398  -0.0019
H: 4.6887 -0.4982 -2.2162  -0.0008
H: 0.0081 2.9460 1.1875  -0.0001
H: 1.4433 3.0999 2.7048  -0.0003
H: -0.0707 1.6597 2.8995  0.0007
O: 0.4323 -0.0960 -0.1988  -0.0098
C: -0.8357 -0.2256 -0.3953  -0.0034
C: -1.3921 -1.1457 -1.4300  0.0010
C: -2.2022 -2.3516 -0.8871  0.0000
C: -3.6121 -2.0538 -0.4201  0.0001
C: -3.6825 -1.0375 0.7129  0.0000
C: -3.1768 0.3462 0.2971  0.0000
N: -1.7111 0.4877 0.2846  0.0010
H: -2.0514 -0.5220 -2.0579  0.0000
H: -0.5753 -1.5045 -2.0688  0.0003
H: -2.2847 -3.0674 -1.7120  0.0000
H: -1.6344 -2.8294 -0.0788  0.0000
H: -4.2397 -1.7034 -1.2494  0.0000
H: -4.0818 -2.9887 -0.0919  0.0000
H: -4.7325 -0.9416 1.0319  0.0000
H: -3.1385 -1.3982 1.5980  0.0000
H: -3.6004 0.5810 -0.6912  0.0000
H: -3.5763 1.0615 1.0207  0.0000
H: -1.3106 1.1955 0.9355  -0.0005

Forces on atoms 1 to 6 (eV/Å):
C -0.387 -0.348 0.448
C 0.763 0.225 0.158
C 0.293 -0.455 0.109
C 1.645 -0.265 -0.746
C -1.092 -0.631 -0.428
Ho 0.683 1.772 0.613

- What is the formula in the third record?
  C11H19HoNOP

- Which formula does entry 1 have?
  C11H19CrF6N5O8S4